C7H11N | wB97M-V/def2-TZVPD

```
! wB97M-V def2-TZVPD RIJCOSX def2/J DEFGRID3
* xyz 0 1
C -0.76 -1.79 1.66
C -0.10 -0.74 0.70
C 0.07 0.81 1.02
C -0.01 0.81 -0.55
C -0.37 2.05 -1.39
C 1.30 0.06 -0.96
C 1.19 -1.01 -0.16
H -1.86 -1.46 1.71
H -0.27 -1.85 2.72
H -0.73 -2.78 1.13
H -0.84 1.14 1.68
H 0.95 1.14 1.63
H 0.46 2.82 -1.34
H -0.49 1.60 -2.42
H -1.45 2.39 -1.19
H -0.88 -0.89 -1.26
H 2.08 0.32 -1.62
H 1.97 -1.76 -0.03
N -0.98 -0.26 -0.43
*
```

Output
Molar mass = 109.172 g/mol
Orbital gap = 9.752 eV

C7H11N | wB97M-V/def2-TZVPD

```
! wB97M-V def2-TZVPD RIJCOSX def2/J DEFGRID3
* xyz 0 1
C -0.65 -1.96 1.46
C -0.09 -0.82 0.65
C 1.25 -1.06 -0.19
C 1.42 0.05 -0.94
C 0.10 0.87 -0.59
C -0.37 2.13 -1.36
C 0.11 0.63 0.98
N -1.00 -0.25 -0.42
H -1.51 -1.49 1.92
H -0.02 -2.17 2.37
H -1.07 -2.87 0.92
H 1.91 -1.97 -0.01
H 2.10 0.33 -1.65
H 0.44 2.71 -1.84
H -1.01 1.78 -2.20
H -1.03 2.86 -0.81
H -0.71 0.95 1.65
H 1.05 1.13 1.44
H -0.94 -0.84 -1.36
*
```

Output
Molar mass = 109.172 g/mol
Structure (SMILES) = C[C@]12C=C[C@](C)(C1)N2
Orbital gap = 9.743 eV

C7H11N | wB97M-V/def2-TZVPD

```
! wB97M-V def2-TZVPD RIJCOSX def2/J DEFGRID3
* xyz 0 1
C -1.96 -1.35 0.04
C -1.03 -0.25 0.00
C -1.20 1.05 -0.38
C -0.04 2.13 -0.09
C 1.03 1.05 0.21
C 1.04 -0.52 -0.38
C 0.35 -0.32 0.81
H -2.94 -1.04 -0.54
H -2.34 -1.88 0.89
H -1.65 -2.08 -0.90
H -2.09 1.33 -0.87
H 0.23 2.80 -1.00
H -0.31 2.54 0.90
H 1.89 1.28 0.93
H 0.51 -0.90 -1.27
H 3.32 -0.04 0.22
H 2.26 -2.02 0.19
H 0.44 -0.87 1.71
N 2.49 -0.94 -0.49
*
```

Output
Molar mass = 109.172 g/mol
Orbital gap = 9.575 eV

ΔE to the lowest compared entry with this formula, charge and spin across the listed records, respectively: 3.260 3.697 7.835 eV.
E across the listed records, respectively: -8924.469 -8924.031 -8919.893 eV.
HOMO level across the listed records, respectively: -8.69 -8.68 -8.72 eV.